Entry 1:
A structure of composition C34H48BrF4N2O3PbSSi, computed with ωB97M-V with the def2-TZVPD basis set.

Energy: -5513.55829 Ha
Net charge: +1
Maximum force: 0.807 eV/A
ΔE to the lowest compared entry with this formula, charge and spin: 0.0 kJ/mol
Highest occupied orbital energy: -0.3906 Eh
HOMO-LUMO gap: 6.87 eV

Element x y z (Å)
Pb1 0.759 0.051 -0.060
C1 1.914 4.419 0.936
C2 1.833 2.915 0.683
N1 0.742 2.480 -0.238
C3 0.940 2.999 -1.617
C4 1.929 2.190 -2.417
C5 -0.586 2.824 0.288
C6 -0.864 2.141 1.599
N2 -0.586 0.706 1.544
C7 -0.616 0.037 2.782
C8 -0.227 -1.296 2.926
F1 0.205 -1.944 1.821
C9 -0.265 -2.006 4.097
F2 0.138 -3.281 4.078
C10 -0.707 -1.426 5.259
C11 -1.121 -0.121 5.158
F3 -1.589 0.508 6.235
C12 -1.086 0.592 3.973
F4 -1.574 1.847 4.007
H1 2.630 4.584 1.743
H2 2.274 4.968 0.064
H3 0.965 4.856 1.251
H4 2.769 2.559 0.264
H5 1.708 2.384 1.625
H6 -0.024 2.995 -2.118
H7 1.260 4.041 -1.555
H8 1.570 1.166 -2.560
H9 2.051 2.626 -3.409
H10 2.913 2.135 -1.943
H11 -0.672 3.900 0.448
H12 -1.331 2.554 -0.451
H13 -0.300 2.632 2.395
H14 -1.919 2.315 1.806
H15 -0.729 -1.964 6.197
Br1 -1.587 0.770 -2.153
C13 -1.648 -1.032 -2.717
C14 -2.560 -1.349 -3.672
C15 -2.665 -2.683 -4.121
C16 -1.849 -3.637 -3.599
C17 -0.883 -3.318 -2.611
C18 -0.036 -4.335 -2.097
C19 0.905 -4.067 -1.156
C20 1.050 -2.748 -0.675
C21 0.228 -1.767 -1.143
C22 -0.763 -1.978 -2.138
H16 -3.204 -0.580 -4.081
H17 -3.399 -2.934 -4.879
H18 -1.922 -4.669 -3.930
H19 -0.151 -5.342 -2.484
H20 1.559 -4.844 -0.777
H21 1.820 -2.546 0.065
C23 5.775 1.831 -0.992
C24 6.423 0.768 -0.114
C25 7.846 0.500 -0.556
C26 6.379 1.177 1.349
O1 5.718 -0.482 -0.264
Si1 4.237 -1.083 -0.448
S1 2.949 -0.153 1.028
O2 3.561 -0.836 -1.931
C27 4.019 -1.464 -3.189
C28 3.527 -0.586 -4.319
C29 3.422 -2.853 -3.325
C30 5.542 -1.536 -3.207
O3 4.292 -2.675 -0.155
C31 5.152 -3.526 0.645
C32 6.498 -3.674 -0.043
C33 4.440 -4.862 0.716
C34 5.304 -2.922 2.035
H22 6.409 2.720 -1.041
H23 4.803 2.123 -0.581
H24 5.630 1.452 -2.009
H25 8.459 1.397 -0.428
H26 7.870 0.207 -1.610
H27 8.281 -0.307 0.040
H28 6.823 2.170 1.480
H29 6.935 0.465 1.964
H30 5.344 1.209 1.702
H31 2.433 -0.554 -4.335
H32 3.872 -0.986 -5.276
H33 3.915 0.431 -4.213
H34 2.341 -2.786 -3.431
H35 3.653 -3.464 -2.447
H36 3.826 -3.345 -4.214
H37 5.978 -0.536 -3.141
H38 5.877 -1.997 -4.139
H39 5.925 -2.136 -2.373
H40 6.375 -4.133 -1.028
H41 7.153 -4.315 0.554
H42 6.979 -2.701 -0.162
H43 4.348 -5.298 -0.283
H44 3.439 -4.736 1.142
H45 5.001 -5.556 1.347
H46 5.913 -2.013 1.999
H47 5.788 -3.632 2.707
H48 4.323 -2.670 2.447



Entry 2:
A structure of composition C25H54B3Cl36O6P at a distorted geometry, computed with ωB97M-V with the def2-TZVPD basis set.

Energy: -18419.44640 Ha
Maximum force: 2.447 eV/A
ΔE to the lowest compared entry with this formula, charge and spin: 0.0 kJ/mol
Highest occupied orbital energy: -0.3514 Eh
HOMO-LUMO gap: 9.88 eV

Element x y z (Å)
C1 5.108 3.731 -3.424
C2 3.729 3.039 -3.739
O1 2.755 3.655 -2.889
P1 1.233 3.070 -3.091
O2 0.528 4.020 -3.937
C3 1.132 1.450 -3.946
C4 1.811 0.239 -3.237
C5 2.845 -0.469 -4.202
B1 3.920 -1.158 -3.266
O3 3.889 -2.514 -2.961
B2 4.382 -2.754 -1.684
O4 5.657 -2.238 -1.418
B3 5.560 -0.873 -1.648
O5 4.892 -0.318 -2.727
O6 0.497 3.096 -1.640
C6 1.330 2.705 -0.536
C7 2.080 3.863 0.123
H1 5.746 2.992 -2.929
H2 4.933 4.515 -2.673
H3 5.559 4.184 -4.304
H4 3.532 3.215 -4.802
H5 3.870 1.980 -3.508
H6 0.066 1.222 -4.043
H7 1.508 1.552 -4.966
H8 2.364 0.492 -2.330
H9 1.046 -0.510 -3.020
H10 3.360 0.314 -4.771
H11 2.360 -1.181 -4.872
H12 3.808 -3.317 -0.819
H13 6.079 -0.148 -0.870
H14 2.054 1.912 -0.757
H15 0.656 2.289 0.226
H16 1.442 4.736 0.273
H17 2.968 4.173 -0.421
H18 2.449 3.488 1.087
C8 -2.703 1.515 1.020
Cl1 -3.365 0.089 0.213
Cl2 -1.484 1.079 2.229
H19 -2.245 2.152 0.277
H20 -3.511 2.044 1.514
C9 -2.019 4.670 3.870
Cl3 -0.265 4.591 4.081
Cl4 -2.466 4.765 2.158
H21 -2.464 3.788 4.291
H22 -2.390 5.552 4.379
C10 -4.141 4.234 -1.341
Cl5 -4.984 2.680 -1.166
Cl6 -2.443 4.103 -0.879
H23 -4.197 4.552 -2.374
H24 -4.624 4.964 -0.703
C11 -6.311 4.320 3.361
Cl7 -6.652 2.870 2.405
Cl8 -5.099 4.005 4.609
H25 -5.939 5.095 2.700
H26 -7.227 4.649 3.839
C12 -3.024 3.372 7.830
Cl9 -1.814 3.146 6.555
Cl10 -4.310 4.485 7.325
H27 -3.470 2.415 8.065
H28 -2.532 3.776 8.704
C13 3.235 -5.734 -4.604
Cl11 3.118 -6.977 -3.355
Cl12 2.208 -6.118 -5.993
H29 2.920 -4.785 -4.187
H30 4.265 -5.666 -4.937
C14 -2.198 -2.533 4.473
Cl13 -2.124 -0.964 5.287
Cl14 -1.982 -2.372 2.727
H31 -1.412 -3.167 4.866
H32 -3.166 -2.981 4.665
C15 -0.354 2.607 10.747
Cl15 -1.482 1.392 10.132
Cl16 -0.020 3.866 9.547
H33 -0.784 3.070 11.628
H34 0.577 2.117 11.004
C16 3.035 -10.798 -2.133
Cl17 3.145 -9.223 -1.331
Cl18 3.148 -10.644 -3.890
H35 3.845 -11.425 -1.785
H36 2.084 -11.252 -1.883
C17 3.720 -14.991 -1.932
Cl19 3.031 -14.257 -0.475
Cl20 4.720 -13.837 -2.824
H37 4.330 -15.833 -1.645
H38 2.910 -15.322 -2.572
C18 6.656 0.457 2.603
Cl21 7.962 0.140 1.454
Cl22 5.478 1.609 1.957
H39 6.150 -0.475 2.824
H40 7.084 0.869 3.509
C19 5.603 5.962 -0.132
Cl23 4.725 5.227 1.207
Cl24 4.487 6.500 -1.397
H41 6.161 6.818 0.231
H42 6.284 5.225 -0.545
C20 -7.985 0.372 -0.941
Cl25 -8.848 -1.168 -0.781
Cl26 -6.294 0.221 -0.453
H43 -8.019 0.693 -1.984
H44 -8.468 1.111 -0.309
C21 3.612 9.631 1.262
Cl27 2.802 8.078 1.471
Cl28 5.312 9.544 1.746
H45 3.561 9.914 0.217
H46 3.111 10.373 1.871
C22 4.780 -16.700 1.739
Cl29 3.877 -16.916 3.240
Cl30 3.895 -17.353 0.353
H47 4.945 -15.641 1.578
H48 5.729 -17.216 1.822
C23 -5.388 7.769 -3.201
Cl31 -4.874 7.652 -1.513
Cl32 -5.995 6.221 -3.806
H49 -6.179 8.506 -3.275
H50 -4.541 8.073 -3.804
C24 -9.488 -4.601 0.234
Cl33 -9.905 -6.003 -0.761
Cl34 -8.404 -5.049 1.556
H51 -8.995 -3.863 -0.389
H52 -10.397 -4.185 0.652
C25 -8.142 0.994 -5.139
Cl35 -8.702 -0.633 -4.736
Cl36 -7.482 1.817 -3.719
H53 -7.366 0.922 -5.892
H54 -8.977 1.569 -5.520



Entry 3:
A structure of composition C30H26Cl3GeNOP2Ta, computed with ωB97M-V with the def2-TZVPD basis set.

Multiplicity: 2
Energy: -5485.63746 Ha
Net charge: +2
Expectation value of S²: 0.761
Maximum force: 0.881 eV/A
ΔE to the lowest compared entry with this formula, charge and spin: 39.3 kJ/mol
Highest occupied orbital energy (spin up / spin down): -0.5346 / -0.5345 Eh
HOMO-LUMO gap (spin up / spin down): 6.44 / 5.75 eV

Element x y z (Å)
Ta1 -0.151 0.060 0.167
C1 -2.378 -0.456 -2.499
P1 -2.562 -0.696 -0.675
C2 -2.143 -2.446 -0.413
C3 -2.747 -3.121 0.647
C4 -2.405 -4.442 0.896
C5 -1.478 -5.090 0.089
C6 -0.881 -4.418 -0.971
C7 -1.208 -3.095 -1.219
C8 -4.340 -0.614 -0.373
C9 -5.078 -1.574 -1.081
C10 -6.454 -1.585 -0.955
C11 -7.089 -0.663 -0.126
C12 -6.349 0.274 0.576
C13 -4.965 0.307 0.453
C14 -1.029 -0.026 -2.904
C15 -0.480 0.124 -4.221
C16 0.806 0.544 -4.076
C17 1.051 0.662 -2.676
C18 2.287 1.005 -1.936
P2 1.743 1.792 -0.341
C19 1.254 3.442 -0.821
C20 -0.042 3.914 -0.617
C21 -0.371 5.202 -1.013
C22 0.589 6.007 -1.609
C23 1.882 5.535 -1.815
C24 2.222 4.252 -1.425
C25 3.060 1.808 0.859
C26 3.393 2.999 1.500
C27 4.362 2.975 2.493
C28 4.976 1.780 2.838
C29 4.633 0.592 2.199
C30 3.665 0.597 1.212
N1 -0.085 0.318 -1.973
H1 -3.113 0.297 -2.811
H2 -2.655 -1.386 -3.005
H3 -3.483 -2.627 1.269
H4 -2.875 -4.967 1.716
H5 -1.224 -6.123 0.282
H6 -0.163 -4.924 -1.603
H7 -0.721 -2.586 -2.046
H8 -4.592 -2.316 -1.701
H9 -7.032 -2.322 -1.497
H10 -8.166 -0.684 -0.028
H11 -6.841 0.984 1.227
H12 -4.391 1.039 1.008
H13 -1.012 -0.071 -5.139
H14 1.524 0.756 -4.853
H15 2.936 1.661 -2.517
H16 2.853 0.090 -1.718
H17 -0.802 3.298 -0.144
H18 -1.373 5.574 -0.846
H19 0.333 7.014 -1.912
H20 2.628 6.172 -2.272
H21 3.239 3.902 -1.565
H22 2.909 3.928 1.229
H23 4.636 3.893 2.995
H24 5.729 1.770 3.615
H25 5.115 -0.336 2.476
H26 3.383 -0.333 0.731
Cl1 -1.972 0.293 3.711
Ge1 -1.179 1.583 2.207
Cl2 0.217 2.912 3.132
Cl3 -2.770 2.900 1.585
O1 0.779 -1.303 0.613



Entry 4:
An isolated molecule of C7H9N at a distorted geometry, computed with ωB97M-V with the def2-TZVPD basis set.

Energy: -326.72767 Ha
Maximum force: 5.609 eV/A
ΔE to the lowest compared entry with this formula, charge and spin: 428.8 kJ/mol
Highest occupied orbital energy: -0.2294 Eh
HOMO-LUMO gap: 7.09 eV

Element x y z (Å)
C1 0.016 -0.361 2.022
C2 -0.590 -1.220 1.021
C3 -0.537 -1.107 -1.584
C4 0.309 1.078 -1.541
C5 0.309 0.999 1.075
C6 0.604 0.389 -0.196
C7 -0.207 -0.813 -0.182
H1 -0.879 0.080 2.713
H2 0.872 -0.609 2.608
H3 -1.323 -2.113 1.074
H4 -0.995 -1.947 -2.024
H5 -0.472 0.203 -3.287
H6 0.834 1.970 -1.794
H7 1.263 1.569 1.452
H8 1.700 0.338 -0.293
H9 -0.713 1.520 1.211
N1 -0.192 0.023 -2.275



Entry 5:
A structure of composition C27H28MoN6O3P at a distorted geometry, computed with ωB97M-V with the def2-TZVPD basis set.

Multiplicity: 3
Energy: -2008.64658 Ha
Net charge: +3
Expectation value of S²: 2.064
Maximum force: 1.600 eV/A
ΔE to the lowest compared entry with this formula, charge and spin: 0.0 kJ/mol
Highest occupied orbital energy (spin up / spin down): -0.6218 / -0.6248 Eh
HOMO-LUMO gap (spin up / spin down): 5.51 / 6.12 eV

Element x y z (Å)
Mo1 0.646 -0.722 0.141
C1 2.254 -2.194 -3.555
C2 2.133 -1.147 -4.472
C3 1.683 0.075 -4.022
C4 1.321 0.244 -2.679
N1 1.460 -0.774 -1.781
C5 1.931 -1.959 -2.245
N2 0.848 1.479 -2.339
C6 0.244 1.846 -1.281
N3 -0.054 1.021 -0.156
C7 -0.758 1.815 0.796
N4 -1.228 1.413 1.909
C8 -1.189 0.163 2.451
C9 -1.993 -0.049 3.580
C10 -2.021 -1.283 4.193
C11 -1.221 -2.307 3.680
C12 -0.439 -2.040 2.588
N5 -0.405 -0.839 1.957
C13 -0.878 3.159 0.257
C14 -1.507 4.279 0.771
C15 -1.512 5.424 -0.017
C16 -0.917 5.440 -1.278
C17 -0.287 4.315 -1.798
C18 -0.271 3.177 -1.012
H1 2.619 -3.165 -3.860
H2 2.403 -1.290 -5.510
H3 1.591 0.935 -4.668
H4 2.068 -2.746 -1.511
H5 -2.575 0.787 3.939
H6 -2.641 -1.454 5.064
H7 -1.204 -3.286 4.138
H8 0.222 -2.808 2.194
H9 -1.975 4.259 1.746
H10 -1.991 6.321 0.351
H11 -0.953 6.347 -1.867
H12 0.169 4.332 -2.779
C19 -2.325 -2.022 -3.276
O1 -1.265 -1.633 -2.348
P1 -1.425 -1.655 -0.787
O2 -2.748 -0.903 -0.446
C20 -3.871 -1.342 0.374
O3 -1.723 -3.138 -0.300
C21 -0.752 -4.187 -0.481
H13 -1.923 -2.792 -3.928
H14 -2.596 -1.146 -3.856
H15 -3.195 -2.402 -2.744
H16 -4.770 -1.030 -0.147
H17 -3.813 -0.843 1.338
H18 -3.868 -2.421 0.495
H19 -1.050 -5.011 0.160
H20 0.252 -3.852 -0.188
H21 -0.734 -4.519 -1.517
N6 2.614 -1.445 0.858
C22 2.678 -0.097 1.408
C23 3.011 0.961 0.553
C24 3.111 2.247 1.068
C25 2.935 2.471 2.426
C26 2.650 1.407 3.282
C27 2.524 0.127 2.781
H22 2.736 -2.136 1.594
H23 3.376 -1.591 0.199
H24 3.268 0.780 -0.486
H25 3.377 3.066 0.413
H26 3.063 3.466 2.830
H27 2.556 1.574 4.346
H28 2.334 -0.704 3.452



Entry 6:
A structure of composition C18H22F5IrN14OTe at a distorted geometry, computed with ωB97M-V with the def2-TZVPD basis set.

Multiplicity: 2
Energy: -2412.14758 Ha
Net charge: +1
Expectation value of S²: 0.761
Maximum force: 5.784 eV/A
ΔE to the lowest compared entry with this formula, charge and spin: 708.2 kJ/mol
Highest occupied orbital energy (spin up / spin down): -0.4233 / -0.4230 Eh
HOMO-LUMO gap (spin up / spin down): 6.09 / 4.46 eV

Element x y z (Å)
Ir1 -0.117 -0.050 0.406
N1 1.963 0.616 3.777
C1 0.893 -0.140 3.388
N2 -0.337 -0.033 3.952
N3 -1.126 -0.729 3.195
N4 -0.469 -1.235 2.209
N5 0.838 -0.878 2.289
C2 2.896 0.900 2.821
N6 4.204 0.745 2.773
N7 4.570 1.111 1.580
N8 3.598 1.501 0.859
N9 2.515 1.390 1.608
H1 2.179 0.723 4.764
N10 2.196 0.922 -1.956
C3 1.212 1.852 -1.696
C4 1.524 3.185 -1.999
C5 0.638 4.185 -1.676
C6 -0.587 3.832 -1.118
C7 -0.858 2.495 -0.937
N11 0.015 1.510 -1.202
C8 2.461 -0.322 -1.455
C9 3.760 -0.824 -1.661
C10 4.082 -2.079 -1.209
C11 3.107 -2.825 -0.544
C12 1.870 -2.259 -0.353
N12 1.538 -1.036 -0.800
H2 3.011 1.342 -2.387
H3 2.474 3.419 -2.449
H4 0.887 5.220 -1.848
H5 -1.310 4.576 -0.827
H6 -1.817 2.194 -0.548
H7 4.493 -0.206 -2.154
H8 5.076 -2.472 -1.359
H9 3.324 -3.809 -0.165
H10 1.097 -2.794 0.183
F1 1.603 3.449 3.218
Te1 -0.066 2.301 3.126
F2 -0.520 3.805 1.978
F3 -1.464 1.444 1.614
F4 -1.859 2.628 3.799
F5 0.251 2.477 5.102
O1 1.315 1.679 1.221
C13 -3.071 -0.319 -1.120
C14 -4.255 -1.140 -1.737
N13 -3.866 -2.519 -1.776
C15 -3.662 -3.029 -0.453
C16 -2.500 -2.212 0.206
N14 -2.001 -1.239 -0.758
C17 -1.516 -1.914 -1.956
C18 -2.705 -2.718 -2.593
H11 -3.398 0.210 -0.225
H12 -2.693 0.396 -1.849
H13 -4.481 -0.797 -2.746
H14 -5.153 -1.040 -1.131
H15 -3.414 -4.087 -0.506
H16 -4.582 -2.925 0.120
H17 -1.690 -2.878 0.503
H18 -2.854 -1.685 1.092
H19 -0.702 -2.589 -1.689
H20 -1.138 -1.171 -2.659
H21 -2.471 -3.782 -2.635
H22 -2.908 -2.373 -3.607



Entry 7:
A cluster of 2 separate species, C6H9NOS in total, computed with ωB97M-V with the def2-TZVPD basis set.

Energy: -762.16762 Ha
Maximum force: 0.833 eV/A
SMILES string: C1=CN=CC1.CC(=O)S
ΔE to the lowest compared entry with this formula, charge and spin: 2.1 kJ/mol
Highest occupied orbital energy: -0.3371 Eh
HOMO-LUMO gap: 10.08 eV

Element x y z (Å)
C1 2.526 -0.935 -0.611
C2 1.597 -1.880 -0.421
C3 1.093 -0.416 1.097
C4 2.278 0.142 0.390
C5 -3.041 0.949 0.249
C6 -1.958 -0.052 -0.038
N1 0.746 -1.563 0.637
O1 -0.944 0.211 -0.631
S1 -2.266 -1.646 0.644
H1 3.310 -0.916 -1.341
H2 1.431 -2.793 -0.963
H3 3.118 0.319 1.060
H4 2.028 1.088 -0.088
H5 -2.737 1.514 1.132
H6 -3.991 0.464 0.450
H7 -3.133 1.651 -0.579
H8 0.584 0.037 1.928
H9 -0.948 -2.002 0.569